{"formula": "C81H180O36", "method": "wB97M-V/def2-TZVPD", "relative_energy_kj_mol": 157.7, "energy_ev": -160605.184, "orbital_gap_ev": 9.716, "symbols": ["C", "O", "C", "C", "O", "C", "C", "O", "C", "H", "H", "H", "H", "H", "H", "H", "H", "H", "H", "H", "H", "H", "H", "C", "O", "C", "C", "O", "C", "C", "O", "C", "H", "H", "H", "H", "H", "H", "H", "H", "H", "H", "H", "H", "H", "H", "C", "O", "C", "C", "O", "C", "C", "O", "C", "H", "H", "H", "H", "H", "H", "H", "H", "H", "H", "H", "H", "H", "H", "C", "O", "C", "C", "O", "C", "C", "O", "C", "H", "H", "H", "H", "H", "H", "H", "H", "H", "H", "H", "H", "H", "H", "C", "O", "C", "C", "O", "C", "C", "O", "C", "H", "H", "H", "H", "H", "H", "H", "H", "H", "H", "H", "H", "H", "H", "C", "O", "C", "C", "O", "C", "C", "O", "C", "H", "H", "H", "H", "H", "H", "H", "H", "H", "H", "H", "H", "H", "H", "C", "O", "C", "C", "O", "C", "C", "O", "C", "H", "H", "H", "H", "H", "H", "H", "H", "H", "H", "H", "H", "H", "H", "C", "O", "C", "C", "O", "C", "C", "O", "C", "H", "H", "H", "H", "H", "H", "H", "H", "H", "H", "H", "H", "H", "H", "C", "O", "C", "C", "O", "C", "C", "O", "C", "H", "H", "H", "H", "H", "H", "H", "H", "H", "H", "H", "H", "H", "H", "C", "C", "O", "C", "H", "H", "H", "H", "H", "H", "C", "C", "O", "C", "H", "H", "H", "H", "H", "H", "C", "C", "O", "C", "H", "H", "H", "H", "H", "H", "C", "C", "O", "C", "H", "H", "H", "H", "H", "H", "C", "C", "O", "C", "H", "H", "H", "H", "H", "H", "C", "C", "O", "C", "H", "H", "H", "H", "H", "H", "C", "C", "O", "C", "H", "H", "H", "H", "H", "H", "C", "C", "O", "C", "H", "H", "H", "H", "H", "H", "C", "C", "O", "C", "H", "H", "H", "H", "H", "H"], "coordinates": [[-13.02109, -36.67167, -2.69137], [-12.47810, -37.71421, -1.93034], [-11.26277, -38.18825, -2.65728], [-9.98610, -37.53041, -2.12619], [-9.91597, -36.17175, -2.51635], [-8.86693, -35.28999, -1.95187], [-7.50555, -35.41646, -2.61952], [-6.85420, -36.65485, -2.21430], [-5.45323, -36.73686, -2.57757], [-12.29159, -35.88746, -2.84927], [-13.95894, -36.35764, -2.25490], [-13.31537, -37.20181, -3.63395], [-11.37828, -38.13181, -3.74405], [-11.19970, -39.24786, -2.53560], [-9.11846, -38.08255, -2.59349], [-9.97396, -37.57503, -1.02728], [-8.64568, -35.48603, -0.90777], [-9.27829, -34.30430, -2.07192], [-6.85779, -34.53554, -2.44688], [-7.68813, -35.48697, -3.70894], [-4.92475, -36.02177, -1.92297], [-5.41767, -36.48719, -3.64621], [-5.18174, -37.77891, -2.53563], [1.94317, -36.57496, -9.85582], [1.62413, -35.96294, -8.64991], [1.01028, -34.69336, -8.69717], [0.52804, -34.41834, -7.29539], [-0.40281, -35.38934, -6.86413], [-1.14937, -34.99091, -5.68728], [-2.29428, -35.90460, -5.30200], [-3.26444, -35.96544, -6.32005], [-2.84347, -36.90113, -7.30122], [2.45389, -35.90432, -10.49010], [1.12613, -37.03331, -10.40256], [2.56103, -37.44978, -9.56717], [0.07891, -34.57920, -9.26534], [1.74626, -33.88826, -9.00277], [0.17051, -33.32755, -7.20174], [1.34967, -34.50921, -6.54304], [-1.57730, -33.96546, -5.89906], [-0.47669, -34.83390, -4.80842], [-2.69146, -35.39971, -4.40084], [-1.97714, -36.95904, -5.15101], [-1.81397, -36.79103, -7.61253], [-3.44196, -36.77819, -8.20554], [-2.94547, -37.91825, -6.93198], [-14.35588, -40.41366, -7.26352], [-14.57815, -40.79898, -5.92144], [-13.35656, -40.55222, -5.15091], [-13.47401, -41.19592, -3.79658], [-14.17390, -40.34398, -2.88251], [-14.09559, -40.92943, -1.60655], [-14.87184, -40.08285, -0.63838], [-16.24514, -40.39208, -0.69157], [-16.89630, -39.89855, 0.42411], [-15.19116, -40.77834, -7.85848], [-13.43220, -40.90718, -7.69105], [-14.30880, -39.32854, -7.36167], [-13.11383, -39.48280, -5.00142], [-12.47783, -41.00445, -5.60820], [-12.48516, -41.37716, -3.39747], [-13.95877, -42.18105, -3.83669], [-13.08382, -40.88199, -1.30793], [-14.48980, -41.89812, -1.50514], [-14.80505, -39.00228, -0.90866], [-14.48195, -40.22250, 0.37932], [-16.50703, -40.27689, 1.38127], [-17.88411, -40.38245, 0.36302], [-16.84695, -38.78921, 0.50500], [-8.65301, -41.82481, 0.78869], [-7.71705, -41.19403, -0.09617], [-8.12764, -41.01673, -1.41234], [-7.08886, -40.30809, -2.26908], [-7.63001, -40.40008, -3.58180], [-7.20392, -39.39332, -4.50654], [-5.90196, -39.71296, -5.09296], [-4.97388, -39.50343, -4.10104], [-3.58889, -39.67446, -4.40062], [-8.11350, -42.03472, 1.68594], [-9.07260, -42.77014, 0.37191], [-9.46504, -41.12535, 0.92827], [-9.06258, -40.37558, -1.46440], [-8.26030, -42.00677, -1.93670], [-6.07566, -40.75001, -2.21786], [-6.96690, -39.22573, -2.07072], [-7.18047, -38.39869, -4.04054], [-7.96752, -39.31218, -5.32662], [-5.74595, -38.99100, -5.88296], [-5.76909, -40.72418, -5.48944], [-3.33051, -39.66324, -5.46792], [-3.27077, -40.70036, -4.07028], [-3.10512, -38.88139, -3.89015], [-8.46746, -34.47107, -6.57605], [-9.08140, -35.48702, -7.37053], [-9.25586, -36.71625, -6.60865], [-10.08764, -37.74165, -7.43569], [-9.38772, -38.93818, -7.18060], [-9.83570, -40.02449, -8.05825], [-9.57970, -41.40117, -7.44715], [-10.38173, -41.75008, -6.37214], [-9.96595, -41.49087, -5.08549], [-9.05059, -34.45135, -5.60423], [-8.53823, -33.52652, -7.08421], [-7.45521, -34.64892, -6.28142], [-9.82106, -36.48192, -5.69089], [-8.28135, -37.10809, -6.29898], [-10.11385, -37.40227, -8.55034], [-11.11196, -37.82332, -7.12077], [-9.37074, -40.01287, -9.04875], [-10.90153, -39.96253, -8.31707], [-8.49190, -41.53420, -7.25225], [-9.88139, -42.11379, -8.22574], [-10.18386, -40.43560, -4.73105], [-8.89947, -41.52633, -4.89097], [-10.39998, -42.28047, -4.47685], [-4.65794, -29.47821, -5.69797], [-4.75080, -29.15668, -7.07676], [-5.45828, -30.17116, -7.73139], [-5.59282, -29.99520, -9.18979], [-4.47508, -30.57013, -9.75027], [-4.46196, -30.36783, -11.11126], [-3.04595, -30.49586, -11.69762], [-2.35751, -29.31891, -11.34154], [-0.97299, -29.30267, -11.85667], [-5.63054, -29.17696, -5.08867], [-3.77350, -28.93820, -5.26652], [-4.48524, -30.51420, -5.53858], [-6.41661, -30.26274, -7.21314], [-4.95564, -31.14344, -7.60165], [-5.63598, -28.96292, -9.62103], [-6.46653, -30.48798, -9.59752], [-4.90477, -29.40665, -11.31886], [-4.97292, -31.22235, -11.58406], [-3.10637, -30.66523, -12.82758], [-2.52279, -31.39791, -11.30301], [-0.79551, -29.61697, -12.92124], [-0.40230, -30.06358, -11.32397], [-0.54398, -28.29847, -11.68620], [-12.40587, -40.25409, 3.68739], [-12.41292, -39.62501, 2.41069], [-11.64801, -38.38375, 2.50427], [-12.11473, -37.46278, 1.38870], [-11.26888, -36.38150, 1.60055], [-11.27290, -35.45325, 0.52705], [-12.39277, -34.51053, 0.70398], [-11.93683, -33.43991, 1.50074], [-13.01283, -32.53394, 1.62641], [-11.40591, -40.52539, 3.96869], [-12.95319, -41.09733, 3.36363], [-12.95828, -39.74008, 4.46442], [-10.58771, -38.60072, 2.33358], [-11.84587, -37.88063, 3.47874], [-13.18827, -37.30509, 1.40454], [-11.99695, -37.83681, 0.36291], [-11.37990, -35.95911, -0.44851], [-10.30653, -34.91420, 0.63961], [-13.14975, -35.01848, 1.28915], [-12.75257, -34.07828, -0.27927], [-13.84209, -32.97830, 2.20066], [-13.26998, -32.11692, 0.63597], [-12.61476, -31.67908, 2.25259], [-9.10001, -31.99463, 1.71365], [-8.09296, -32.69762, 1.05958], [-6.93752, -31.91816, 0.74589], [-5.89951, -32.80551, -0.01288], [-5.61528, -32.45014, -1.35455], [-4.57177, -31.49433, -1.50504], [-4.32096, -31.13339, -2.98060], [-3.49117, -32.09976, -3.66042], [-4.31697, -33.10047, -4.27685], [-9.85582, -32.75009, 2.11816], [-9.73761, -31.36532, 1.08173], [-8.80878, -31.36899, 2.62218], [-6.60979, -31.51167, 1.65130], [-7.15817, -31.15737, -0.00792], [-6.36180, -33.78476, -0.15653], [-4.97947, -32.88752, 0.53537], [-3.61269, -31.90039, -1.11731], [-4.81285, -30.49619, -1.09356], [-3.81455, -30.20799, -2.95043], [-5.28278, -31.04787, -3.44237], [-4.20966, -34.03648, -3.68889], [-3.77738, -33.31301, -5.19910], [-5.30186, -32.73410, -4.57696], [-16.34664, -35.19986, 0.06823], [-16.87706, -34.25732, 0.93607], [-17.58698, -33.23385, 0.19080], [-18.28393, -32.34216, 1.15755], [-17.32360, -31.60997, 1.95161], [-17.78033, -30.53359, 2.65926], [-17.91925, -29.16896, 1.94287], [-18.90185, -29.25081, 1.02655], [-19.24099, -28.07338, 0.27492], [-17.04157, -35.52152, -0.67622], [-16.04185, -36.11876, 0.70227], [-15.35773, -34.92120, -0.39744], [-18.32446, -33.73415, -0.42946], [-16.82123, -32.69436, -0.37602], [-18.90110, -32.97316, 1.80152], [-18.97477, -31.73234, 0.55028], [-17.05173, -30.47250, 3.50411], [-18.75799, -30.74960, 3.11458], [-16.96498, -28.93112, 1.42229], [-18.17855, -28.36204, 2.68326], [-19.90921, -27.44769, 0.85703], [-19.60767, -28.41153, -0.70228], [-18.35767, -27.45426, 0.06129], [-5.08245, -37.83271, 2.16386], [-5.89827, -36.91155, 1.18709], [-5.36948, -35.98554, 0.59141], [-7.28826, -37.29215, 1.00278], [-5.40813, -37.94966, 3.17814], [-4.03057, -37.76255, 1.97437], [-5.26707, -38.88958, 1.80532], [-7.69273, -37.14494, 2.03045], [-7.45136, -38.34581, 0.74232], [-7.72141, -36.69291, 0.20868], [-4.68471, -38.85580, -10.04273], [-5.88606, -39.11757, -9.13247], [-6.26887, -40.29303, -8.92418], [-6.52282, -37.97072, -8.35946], [-3.82905, -38.83848, -9.32758], [-4.66692, -37.90832, -10.55851], [-4.51353, -39.54038, -10.89548], [-7.10743, -38.31922, -7.49959], [-7.20022, -37.43964, -9.04350], [-5.81631, -37.19033, -8.05939], [-8.11915, -31.61666, -3.22066], [-8.02473, -30.96214, -4.55238], [-7.25928, -31.45590, -5.35132], [-8.70978, -29.65857, -4.69840], [-7.49050, -32.53201, -3.20812], [-9.09715, -31.98937, -2.96624], [-7.74936, -30.94746, -2.43712], [-8.33010, -28.90903, -4.00449], [-9.69831, -29.83182, -4.46351], [-8.56542, -29.19832, -5.69180], [-12.06589, -32.75215, -3.45078], [-11.50401, -32.83251, -4.84442], [-10.72087, -31.99155, -5.24402], [-12.00888, -33.90520, -5.70429], [-11.87753, -33.69227, -2.95278], [-13.16148, -32.66948, -3.52966], [-11.76034, -31.94761, -2.82872], [-11.38360, -34.80416, -5.56414], [-11.89169, -33.49095, -6.75011], [-13.00216, -34.22229, -5.46037], [-16.58885, -37.82565, -3.81717], [-17.81862, -38.51017, -4.27849], [-18.68326, -37.82678, -4.81063], [-17.89241, -40.01334, -4.23047], [-16.05784, -37.25435, -4.60543], [-15.96581, -38.57896, -3.33982], [-16.95243, -37.11023, -3.03073], [-17.35771, -40.30993, -5.18530], [-18.91309, -40.30175, -4.13544], [-17.27805, -40.37598, -3.39856], [-3.94536, -33.91607, -10.03146], [-5.23002, -34.71253, -10.01334], [-5.31568, -35.90160, -10.33218], [-6.55734, -34.10663, -9.57923], [-4.15156, -32.85227, -10.16087], [-3.29014, -34.34721, -10.79778], [-3.51439, -34.20018, -9.10660], [-7.11293, -33.87074, -10.55664], [-6.54401, -33.21932, -8.91216], [-7.12438, -34.95788, -9.19336], [-1.76929, -35.46112, -0.79869], [-0.82325, -34.50226, -0.22332], [0.13094, -34.07505, -0.77994], [-1.19654, -33.89788, 1.09325], [-1.28171, -35.88507, -1.62531], [-2.66350, -34.93770, -1.02952], [-2.15954, -36.22899, -0.14259], [-1.66092, -34.65269, 1.77359], [-1.88228, -33.11686, 0.89449], [-0.39759, -33.37260, 1.69916], [-17.84004, -33.80202, -3.66882], [-16.51381, -33.67970, -4.37904], [-15.53258, -34.11019, -3.81721], [-16.44479, -33.04762, -5.72648], [-18.21728, -34.81957, -3.78748], [-18.61452, -33.20321, -4.17537], [-17.75127, -33.62300, -2.58976], [-16.72101, -31.96974, -5.63477], [-17.16339, -33.54810, -6.38421], [-15.40351, -33.13315, -6.13392], [-20.16598, -36.49656, -1.62649], [-20.85590, -35.88210, -0.39762], [-20.61610, -34.72924, -0.01398], [-21.83217, -36.72927, 0.40920], [-19.84797, -35.73112, -2.30157], [-20.93283, -37.03176, -2.24903], [-19.46556, -37.21619, -1.33445], [-22.58850, -36.18555, 0.83269], [-21.22882, -36.96411, 1.33016], [-22.08883, -37.61519, -0.12568]], "lowdin_charge": [-0.11, -0.21, -0.13, -0.18, -0.16, -0.12, -0.16, -0.24, -0.06, 0.06, 0.08, 0.09, 0.11, 0.10, 0.13, 0.12, 0.09, 0.11, 0.11, 0.12, 0.08, 0.09, 0.07, -0.12, -0.17, -0.21, -0.23, -0.17, -0.17, -0.22, -0.17, -0.10, 0.07, 0.08, 0.10, 0.13, 0.14, 0.15, 0.14, 0.13, 0.14, 0.11, 0.13, 0.08, 0.07, 0.07, -0.12, -0.18, -0.17, -0.18, -0.13, -0.20, -0.20, -0.19, -0.14, 0.08, 0.10, 0.08, 0.13, 0.09, 0.10, 0.14, 0.11, 0.12, 0.13, 0.12, 0.09, 0.10, 0.09, -0.07, -0.20, -0.22, -0.18, -0.18, -0.18, -0.22, -0.22, -0.06, 0.08, 0.10, 0.07, 0.13, 0.15, 0.14, 0.11, 0.12, 0.12, 0.11, 0.15, 0.08, 0.10, 0.07, -0.11, -0.21, -0.17, -0.18, -0.19, -0.15, -0.20, -0.18, -0.13, 0.08, 0.08, 0.07, 0.10, 0.10, 0.16, 0.11, 0.12, 0.12, 0.14, 0.13, 0.10, 0.07, 0.10, -0.11, -0.15, -0.22, -0.21, -0.15, -0.22, -0.22, -0.18, -0.08, 0.12, 0.11, 0.04, 0.11, 0.14, 0.14, 0.12, 0.12, 0.13, 0.14, 0.12, 0.09, 0.07, 0.09, -0.11, -0.21, -0.16, -0.22, -0.13, -0.17, -0.21, -0.21, -0.11, 0.08, 0.07, 0.09, 0.12, 0.14, 0.12, 0.11, 0.10, 0.14, 0.12, 0.14, 0.10, 0.09, 0.10, -0.15, -0.19, -0.15, -0.16, -0.17, -0.17, -0.20, -0.17, -0.08, 0.09, 0.08, 0.10, 0.10, 0.12, 0.11, 0.11, 0.13, 0.13, 0.11, 0.09, 0.08, 0.07, 0.07, -0.15, -0.18, -0.19, -0.17, -0.11, -0.23, -0.26, -0.21, -0.07, 0.06, 0.10, 0.09, 0.09, 0.13, 0.13, 0.13, 0.14, 0.13, 0.13, 0.14, 0.08, 0.09, 0.08, -0.01, -0.47, 0.05, -0.01, 0.07, 0.06, 0.09, 0.12, 0.09, 0.05, -0.02, -0.41, 0.01, -0.02, 0.09, 0.04, 0.09, 0.05, 0.09, 0.07, -0.01, -0.51, 0.04, -0.01, 0.08, 0.07, 0.09, 0.09, 0.04, 0.10, 0.00, -0.50, 0.06, 0.00, 0.06, 0.09, 0.07, 0.08, 0.12, 0.06, -0.02, -0.51, 0.03, 0.00, 0.10, 0.05, 0.09, 0.12, 0.07, 0.07, 0.02, -0.44, 0.01, 0.00, 0.06, 0.10, 0.07, 0.12, 0.08, 0.06, -0.01, -0.55, 0.10, -0.03, 0.07, 0.07, 0.09, 0.09, 0.05, 0.10, -0.01, -0.51, 0.04, -0.02, 0.07, 0.09, 0.07, 0.10, 0.09, 0.09, -0.01, -0.43, 0.03, -0.01, 0.06, 0.10, 0.06, 0.05, 0.11, 0.07]}